Record 1
This record from the Open Molecules 2025 dataset describes C19H42NO2P3PdS as an isolated structure. The level of theory is ωB97M-V/def2-TZVPD.

Geometry as XYZ:
```
69
Properties=species:S:1:pos:R:3:lowdin_charge:R:1
Pd 1.1898 -0.2545 0.9964 0.65
P 2.3315 1.3852 1.8547 0.69
P -0.7610 0.0217 2.1519 0.74
P -2.0625 3.1594 -2.8092 0.86
H 0.3507 -2.5308 -4.4504 0.09
C 0.6371 -1.5125 -4.6962 0.04
C 1.7636 -1.0169 -4.1786 -0.02
H 2.5959 -1.6739 -3.8845 0.12
C 3.8169 0.6208 2.5539 -0.20
C 1.5814 2.4113 3.1657 -0.21
C 2.9451 2.4804 0.5547 -0.23
C -2.0447 -1.1547 1.6989 -0.23
C -0.5495 -0.2823 3.9339 -0.22
C -1.5255 1.6659 2.1063 -0.22
C -2.2094 3.7867 -4.4696 -0.18
C -1.2484 4.3210 -1.7190 -0.19
C -3.6863 2.7247 -2.2094 -0.19
H 0.0297 -1.0562 -5.4801 0.11
H 2.0426 0.0369 -4.2872 0.07
H 4.6394 0.6761 1.8298 0.07
H 3.6245 -0.4290 2.8104 0.03
H 4.0910 1.1904 3.4489 0.07
H 0.9937 1.7620 3.8318 0.03
H 0.9377 3.2295 2.8008 0.06
H 2.4039 2.8473 3.7498 0.08
H 3.3890 1.8202 -0.2024 0.05
H 3.6956 3.1907 0.9335 0.09
H 2.1037 3.0263 0.1061 0.04
H -2.6283 -1.4306 2.5845 0.08
H -1.5469 -2.0401 1.2982 0.03
H -2.7109 -0.7482 0.9328 0.05
H -1.2247 0.3982 4.4713 0.08
H 0.4840 -0.1419 4.2575 0.04
H -0.8268 -1.3195 4.1542 0.07
H -2.2663 1.7281 2.9134 0.08
H -2.0126 1.8176 1.1365 0.03
H -0.7876 2.4585 2.2546 0.02
H -2.8251 4.6941 -4.4356 0.09
H -2.6875 3.0539 -5.1316 0.09
H -1.2156 4.0415 -4.8542 0.08
H -1.6852 5.3249 -1.8342 0.10
H -0.1803 4.3301 -1.9862 0.07
H -1.3748 3.9581 -0.6871 0.05
H -4.4773 3.4012 -2.5622 0.09
H -3.6398 2.7443 -1.1145 0.06
H -3.8982 1.7013 -2.5453 0.06
C -0.4512 -0.7198 -2.0739 -0.62
C -1.8171 -1.1034 -2.0263 -0.06
C -2.1124 -2.4615 -1.9508 0.00
C -1.1262 -3.4438 -2.1291 0.02
C 0.2128 -3.0826 -1.9586 -0.05
C 0.5202 -1.7371 -1.8113 -0.16
S 0.0596 0.8164 -2.6598 0.91
H -1.2806 1.7940 -2.8381 -0.14
H -2.6131 -0.3552 -2.1148 0.11
H -3.1347 -2.7746 -1.7554 0.14
H -1.3909 -4.4797 -2.3293 0.15
H 1.0437 -3.8025 -1.9532 0.15
H 1.5712 -1.4713 -1.6778 0.10
N 1.7861 -4.9039 3.5903 0.21
C 1.1237 -4.4051 2.3816 -0.06
C 1.4999 -2.9446 2.3114 -0.62
O 2.0620 -2.4488 3.3028 0.03
O 1.0741 -2.4041 1.2237 -0.15
H 1.2264 -5.6339 4.0114 0.18
H 1.9580 -4.0900 4.2140 0.17
H 2.6633 -5.3550 3.3025 0.19
H 1.5198 -4.9288 1.5204 0.15
H 0.0339 -4.4814 2.4275 0.16
```

* ⟨S²⟩: 6.0283
* multiplicity: 5
* charge: +4
* calculated total energy: -2502.91854 Eh
* energy relative to the best compared isomer or geometry (same formula, charge and spin): 0.0 kcal/mol
* orbital gap (alpha / beta): 7.406 / 5.095 eV



Record 2
This record from the Open Molecules 2025 dataset describes a 3-piece molecular cluster, C19H42NO7 overall. The level of theory is ωB97M-V/def2-TZVPD.

Geometry as XYZ:
```
69
Properties=species:S:1:pos:R:3:lowdin_charge:R:1
C -6.0412 0.5119 1.9936 -0.13
C -6.0516 -0.9262 1.4629 -0.41
C -7.3519 -1.1522 0.6174 -0.10
C -4.7373 -1.2769 0.6531 -0.31
N -4.0764 -0.0652 0.1934 -0.12
C -3.9874 0.0225 -1.2109 -0.35
C -5.3483 0.6322 -1.7522 -0.29
C -5.1868 1.6031 -3.1086 -0.10
O -5.4734 1.9843 -1.5822 -0.15
H -5.1898 0.6795 2.6622 0.06
H -6.0622 1.2737 1.2137 0.06
H -6.9463 0.6346 2.6207 0.06
H -6.1442 -1.5897 2.3399 0.10
H -8.1839 -1.5021 1.2332 0.06
H -7.5749 -0.1881 0.1415 0.06
H -7.1156 -1.8376 -0.2057 0.05
H -4.0530 -1.7386 1.3990 0.08
H -4.9853 -1.9776 -0.1687 0.08
H -3.2354 0.7865 -1.4566 0.08
H -3.8613 -0.9498 -1.7411 0.09
H -6.2359 -0.0047 -1.7112 0.11
H -4.7770 2.6178 -3.2302 0.06
H -4.1558 1.1400 -3.2321 0.03
C 0.9602 0.6650 -5.9216 -0.12
O 0.9513 0.1841 -4.5976 -0.19
C 2.1211 -0.5347 -4.2503 -0.20
C 2.5317 -0.2615 -2.8169 -0.19
O 3.0874 1.0268 -2.5912 -0.13
C 2.2058 2.1441 -2.6502 -0.18
C 1.2005 2.2113 -1.5172 -0.21
O 0.1747 1.2592 -1.6915 -0.20
C -0.3240 0.7405 -0.4660 -0.09
H 0.8321 -0.1578 -6.6345 0.09
H 0.1285 1.3599 -6.0288 0.09
H 1.8891 1.2059 -6.1387 0.08
H 2.9527 -0.2779 -4.9171 0.12
H 1.8989 -1.6047 -4.3592 0.13
H 3.3312 -0.9659 -2.5665 0.12
H 1.7174 -0.4652 -2.1199 0.12
H 1.7163 2.2062 -3.6225 0.12
H 2.8541 3.0208 -2.5671 0.12
H 0.7392 3.2086 -1.5041 0.13
H 1.7216 2.0529 -0.5643 0.11
H 0.4979 0.3865 0.1694 0.08
H -0.9658 -0.1076 -0.6951 0.08
H -0.9121 1.4975 0.0591 0.09
C 5.6582 -2.3842 1.0616 -0.12
O 5.3900 -1.2463 1.8497 -0.20
C 4.6163 -0.2656 1.1718 -0.19
C 3.6257 0.3989 2.1057 -0.18
O 2.5232 -0.4135 2.4783 -0.12
C 2.7596 -1.4990 3.3626 -0.18
C 3.1188 -1.0940 4.7783 -0.20
O 4.4528 -0.6140 4.8545 -0.20
C 4.6244 0.3983 5.8200 -0.12
H 6.3862 -2.1500 0.2766 0.09
H 6.0739 -3.1518 1.7140 0.09
H 4.7396 -2.7780 0.6126 0.09
H 4.0710 -0.7067 0.3305 0.12
H 5.3090 0.4912 0.7827 0.13
H 3.1880 1.2435 1.5669 0.12
H 4.1214 0.8194 2.9826 0.12
H 3.4932 -2.1913 2.9475 0.12
H 1.8095 -2.0365 3.4084 0.13
H 3.0395 -1.9705 5.4346 0.13
H 2.4109 -0.3318 5.1228 0.13
H 3.8824 1.1942 5.6902 0.09
H 5.6140 0.8308 5.6759 0.09
H 4.5575 -0.0148 6.8327 0.09
```

* charge: -1
* calculated total energy: -1330.21711 Eh
* orbital gap: 4.397 eV



Record 3
This record from the Open Molecules 2025 dataset describes C19H43AlOP3SSe as an isolated structure. The level of theory is ωB97M-V/def2-TZVPD.

Geometry as XYZ:
```
69
Properties=species:S:1:pos:R:3:lowdin_charge:R:1
Al 0.1042 -0.4289 -0.5301 -0.27
P -0.3865 0.9010 1.8255 0.78
P -0.6743 -2.3824 0.7631 0.72
P -0.3529 1.7747 -1.5305 0.73
H -3.2005 -4.2179 -6.1367 0.06
C -2.5536 -3.6108 -6.7786 -0.09
C -1.2567 -3.4544 -6.4169 -0.07
H -0.7657 -4.0369 -5.5803 0.08
C -2.0651 1.3312 2.4367 -0.25
C 0.3933 0.1000 3.2782 -0.23
C 0.4349 2.5372 1.9006 -0.24
C -1.1000 -3.7235 -0.3983 -0.23
C 0.6470 -3.1095 1.7757 -0.21
C -2.0949 -2.4285 1.9052 -0.24
C -0.7036 1.5338 -3.3009 -0.22
C 1.1693 2.7680 -1.5449 -0.20
C -1.6550 2.9390 -1.0309 -0.23
H -3.0766 -3.2347 -7.6624 0.07
H -0.5489 -2.7990 -6.9471 0.06
H -1.9439 1.8210 3.4129 0.08
H -2.6870 0.4366 2.5477 0.03
H -2.5608 2.0141 1.7376 0.04
H 0.3946 0.8481 4.0841 0.07
H 1.4367 -0.1670 3.0556 0.04
H -0.1436 -0.7908 3.6302 0.05
H 0.5740 2.7850 2.9671 0.07
H -0.1548 3.3378 1.4344 0.04
H 1.4203 2.4902 1.4111 0.05
H -0.9888 -4.6764 0.1450 0.08
H -0.3985 -3.6905 -1.2404 0.05
H -2.1227 -3.6118 -0.7913 0.06
H 0.2169 -3.9753 2.3101 0.08
H 1.0337 -2.3963 2.5162 0.03
H 1.4759 -3.4341 1.1284 0.07
H -2.1238 -3.4655 2.2707 0.08
H -3.0208 -2.1905 1.3646 0.03
H -1.9983 -1.7250 2.7425 0.04
H -0.4936 2.4981 -3.7893 0.07
H -1.7464 1.2287 -3.4733 0.05
H -0.0416 0.7502 -3.6917 0.06
H 1.1371 3.3857 -2.4614 0.08
H 2.0531 2.1099 -1.5584 0.03
H 1.2401 3.4167 -0.6571 0.06
H -1.6159 3.7607 -1.7602 0.08
H -1.5027 3.3235 -0.0135 0.04
H -2.6388 2.4479 -1.0765 0.03
C -3.3635 -0.7697 -2.1324 -0.52
C -2.6797 -1.5623 -3.0762 -0.07
C -3.3598 -1.9896 -4.2082 0.00
C -4.6874 -1.6332 -4.4569 0.07
C -5.3684 -0.8486 -3.5197 0.01
C -4.7092 -0.4061 -2.3711 -0.05
Se -2.5708 -0.2339 -0.5185 1.08
H 0.1583 -1.2852 -1.9304 -0.02
H -1.6212 -1.8186 -2.9047 0.08
H -2.8044 -2.6061 -4.9152 0.05
H -5.1632 -1.9593 -5.3764 0.15
H -6.4163 -0.5781 -3.6744 0.14
H -5.1788 0.2252 -1.6096 0.12
C 4.2383 0.3262 -1.2098 -0.22
S 3.2872 -0.8335 -0.2108 1.01
C 4.1458 -0.5524 1.3554 -0.20
O 1.8767 -0.1055 0.0655 -0.60
H 5.2717 -0.0520 -1.2225 0.09
H 4.1527 1.3453 -0.8152 0.08
H 3.8305 0.2458 -2.2238 0.07
H 4.1297 0.5212 1.5943 0.08
H 3.6011 -1.1324 2.1115 0.06
H 5.1649 -0.9666 1.2489 0.09
```

* charge: +3
* calculated total energy: -4890.09876 Eh
* orbital gap (alpha / beta): 3.712 / 3.934 eV



> Look up the charge of the second one.

-1